1.
15
Properties=species:S:1:pos:R:3 method="wB97M-V/def2-TZVPD" lumo_ha=0.033 smiles="C#C[C@@H]1C=C[C@H](F)C1" e_above_lowest_ev=3.858 e_homo_ev=-9.65 homo_lumo_gap_ev=10.555 total_charge=0
C -3.053 -0.438 -0.588
C -1.971 -0.149 -0.118
C -0.633 0.267 0.378
C 0.100 1.356 -0.274
C 1.490 1.148 -0.209
C 1.741 -0.312 0.298
F 2.584 -0.853 -0.717
C 0.300 -0.990 0.208
H -4.302 -0.818 -0.536
H -0.711 0.561 1.497
H -0.357 2.299 -0.617
H 2.313 1.726 -0.541
H 2.152 -0.491 1.283
H 0.045 -1.393 -0.790
H 0.303 -1.914 0.727

---

2.
18
Properties=species:S:1:pos:R:3 method="wB97M-V/def2-TZVPD" lumo_ha=-0.248 e_above_lowest_ev=0.000 e_homo_ev=-14.87 homo_lumo_gap_ev=8.107 total_charge=+1
C -1.747 1.029 -0.612
C -0.768 1.665 0.160
C -1.620 -0.318 -0.980
C 0.330 0.965 0.585
C -0.525 -1.036 -0.582
C 0.483 -0.421 0.239
C 1.527 -1.160 0.713
N 4.864 0.005 -0.586
F 4.100 1.119 -0.698
F 5.103 -0.071 0.740
F 3.930 -0.992 -0.771
H -2.619 1.582 -0.932
H -0.876 2.709 0.418
H -2.392 -0.780 -1.578
H 1.095 1.446 1.179
H -0.407 -2.074 -0.854
H 2.254 -0.747 1.399
H 1.656 -2.199 0.445

---

3.
15
Properties=species:S:1:pos:R:3 method="wB97M-V/def2-TZVPD" lumo_ha=0.029 smiles=C#C[C@@H]1CN[C@@H]1C#C e_above_lowest_ev=6.656 e_homo_ev=-9.53 homo_lumo_gap_ev=10.324 total_charge=0
C 0.195 0.043 2.806
C -0.232 0.325 1.721
C -0.360 0.950 0.399
C -1.619 0.385 -0.312
N -0.687 -0.623 -1.176
C 0.514 0.342 -0.894
C 1.534 -0.680 -0.952
C 2.409 -1.539 -0.838
H -0.197 -0.482 3.804
H -0.242 2.010 0.581
H -1.912 1.266 -0.957
H -2.302 -0.032 0.510
H -0.952 -0.487 -2.130
H 0.802 1.090 -1.540
H 3.050 -2.569 -1.021

---

4.
15
Properties=species:S:1:pos:R:3 method="wB97M-V/def2-TZVPD" lumo_ha=0.037 smiles="C1=Cc2c[nH]cc2C1" e_above_lowest_ev=2.838 e_homo_ev=-7.39 homo_lumo_gap_ev=8.395 total_charge=0
C -1.966 -0.144 0.002
C -1.231 -1.285 0.003
C 0.007 -0.738 -0.138
C 1.269 -1.171 -0.027
N 2.144 -0.185 0.132
C 1.545 1.104 -0.061
C 0.107 0.682 -0.197
C -1.242 1.187 -0.033
H -3.069 0.079 0.264
H -1.665 -2.375 -0.079
H 1.666 -2.085 -0.333
H 3.216 -0.394 0.121
H 1.961 2.014 0.011
H -1.434 1.387 1.115
H -1.306 1.925 -0.781

---

5.
15
Properties=species:S:1:pos:R:3 method="wB97M-V/def2-TZVPD" lumo_ha=0.037 smiles="NC1=C[C@]23C=C[C@]12C3" e_above_lowest_ev=5.262 e_homo_ev=-8.05 homo_lumo_gap_ev=9.060 total_charge=0
N 0.119 -2.030 -1.484
C 0.121 -0.754 -0.919
C 0.442 0.445 -1.308
C 0.084 1.203 -0.014
C 1.097 1.150 1.093
C 0.655 0.014 1.628
C -0.435 -0.238 0.691
C -1.331 0.924 0.366
H -0.840 -2.361 -1.627
H 0.369 -2.617 -0.697
H 0.792 0.826 -2.174
H 1.886 1.912 1.215
H 1.073 -0.565 2.452
H -1.850 1.360 1.167
H -2.183 0.730 -0.390

---

6.
17
Properties=species:S:1:pos:R:3 method="wB97M-V/def2-TZVPD" lumo_ha=-0.229 e_above_lowest_ev=2.634 e_homo_ev=-13.92 homo_lumo_gap_ev=7.685 total_charge=+1
C -1.671 0.950 -0.058
C 2.117 0.104 -0.237
C -0.391 0.528 -0.148
C -0.481 -0.959 0.038
C -2.627 -0.119 -0.047
C 1.020 1.117 0.105
C 0.727 -1.751 0.071
N 1.949 -1.136 -0.248
N -3.847 -0.106 -0.176
O -1.632 -1.444 0.100
H -1.987 1.911 -0.089
H 3.168 0.583 -0.336
H 1.188 1.339 1.164
H 1.132 2.079 -0.404
H 0.623 -2.321 1.123
H 0.733 -2.742 -0.645
H -4.498 -0.893 -0.283

---

7.
19
Properties=species:S:1:pos:R:3 method="wB97M-V/def2-TZVPD" lumo_ha=-0.018 e_above_lowest_ev=5.486 e_homo_ev=-9.23 homo_lumo_gap_ev=8.733 total_charge=0
C 1.437 1.633 2.579
C -0.637 2.440 2.003
C 1.068 0.448 1.966
C -0.178 0.425 1.460
C 1.909 -0.803 1.731
C -0.400 -0.415 -1.462
C -0.621 -1.569 -0.516
N 0.510 2.543 2.623
N -1.108 1.264 1.417
N -0.251 -1.510 0.837
O 2.983 -1.019 2.151
O 1.153 -1.634 0.973
H 2.437 1.753 3.152
H -1.350 3.164 2.025
H 0.655 -0.010 -1.217
H -0.514 -0.791 -2.403
H -1.007 0.396 -1.336
H -1.667 -1.776 -0.605
H -0.175 -2.577 -0.782

---

8.
19
Properties=species:S:1:pos:R:3 method="wB97M-V/def2-TZVPD" lumo_ha="0.010 / -0.048" e_above_lowest_ev=6.252 e_homo_ev="-7.84 / -7.71" homo_lumo_gap_ev="8.108 / 6.405" total_charge=0
C -2.752 0.417 -0.591
C -2.120 -0.911 -0.422
C -2.189 1.662 -0.111
C -0.847 -0.936 0.105
C -0.816 1.568 0.327
C -0.173 0.331 0.399
C 2.162 -1.619 -0.181
N 2.700 1.761 -0.253
N 2.010 -0.660 0.783
N 1.134 0.401 0.793
O 1.573 -1.720 -1.228
O 3.477 0.907 -0.292
H -3.713 0.574 -0.986
H -2.669 -1.889 -0.575
H -2.801 2.489 -0.229
H -0.338 -1.892 0.316
H -0.346 2.568 0.465
H 3.054 -2.340 0.146
H 2.654 -0.711 1.533

---

9.
18
Properties=species:S:1:pos:R:3 method="wB97M-V/def2-TZVPD" lumo_ha=-0.012 smiles="O=[N+]([O-])c1ccccc1CO" e_above_lowest_ev=4.793 e_homo_ev=-9.93 homo_lumo_gap_ev=9.599 total_charge=0
O 2.297 1.003 -0.449
N 1.434 1.680 0.029
O 1.416 2.878 0.368
C 0.158 0.933 0.084
C -0.983 1.559 -0.361
C -2.203 0.963 -0.350
C -2.224 -0.429 0.026
C -1.042 -1.155 0.189
C 0.225 -0.456 0.165
C 1.475 -1.144 0.484
O 2.280 -1.608 -0.632
H -0.959 2.618 -0.687
H -3.078 1.534 -0.668
H -3.222 -1.012 0.030
H -1.031 -2.278 0.440
H 1.178 -2.005 1.091
H 2.288 -0.613 1.144
H 1.992 -2.469 -0.905

---

10.
20
Properties=species:S:1:pos:R:3 method="wB97M-V/def2-TZVPD" lumo_ha=-0.060 e_above_lowest_ev=2.301 e_homo_ev=-8.91 homo_lumo_gap_ev=7.279 total_charge=0
C 2.751 1.490 0.403
C 3.801 0.633 0.421
C 1.632 0.805 -0.076
C 1.809 -0.523 -0.237
C 0.804 -1.405 -0.490
C -3.314 -0.977 0.630
C -2.162 -0.633 -0.398
N -0.926 -0.124 0.279
O 0.343 -2.322 -1.013
O -0.353 2.335 0.705
O -0.253 1.412 -1.640
S 3.445 -1.024 0.231
S -0.136 1.192 -0.208
H 2.963 2.549 0.436
H 4.850 0.937 0.664
H -3.335 -1.990 0.921
H -3.260 -0.246 1.387
H -4.157 -0.672 0.046
H -2.054 -1.540 -0.958
H -2.449 0.104 -1.103

---

11.
17
Properties=species:S:1:pos:R:3 method="wB97M-V/def2-TZVPD" lumo_ha="0.025 / -0.101" e_above_lowest_ev=1.000 s_squared=2.013 e_homo_ev="-5.53 / -9.93" homo_lumo_gap_ev="6.209 / 7.178" multiplicity=3 total_charge=0
C -0.712 -2.411 0.959
C -0.472 -1.249 1.137
C -0.422 0.620 -2.461
C 0.664 -0.113 -2.784
C 0.293 0.227 -0.402
C -0.614 1.298 1.737
C 0.265 0.110 1.106
N -0.590 0.869 -1.131
O 1.529 0.036 1.781
S 1.441 -0.750 -1.363
H -1.029 -3.428 1.138
H -0.912 1.158 -3.185
H 0.769 -0.456 -3.716
H -0.489 2.161 1.103
H -0.211 1.551 2.768
H -1.593 1.059 1.853
H 2.082 -0.682 1.460

---

12.
16
Properties=species:S:1:pos:R:3 method="wB97M-V/def2-TZVPD" lumo_ha=0.011 smiles="N#C[C@@H]1C=CC=C(S)C1" e_above_lowest_ev=0.930 e_homo_ev=-8.24 homo_lumo_gap_ev=8.528 total_charge=0
N -1.024 -2.636 -0.381
C -1.011 -1.609 0.140
C -1.013 -0.363 0.889
C -1.524 0.665 -0.056
C -0.726 1.090 -1.039
C 0.666 0.733 -1.082
C 1.257 0.069 -0.079
S 2.891 -0.400 -0.056
C 0.460 -0.117 1.260
H -1.772 -0.353 1.687
H -2.616 0.803 0.078
H -1.178 1.453 -1.911
H 1.302 0.782 -1.959
H 2.959 0.083 -1.231
H 0.432 0.699 2.014
H 0.897 -0.901 1.726

---

13.
22
Properties=species:S:1:pos:R:3 method="wB97M-V/def2-TZVPD" lumo_ha="-0.193 / -0.199" s_squared=3.786 e_homo_ev="-12.73 / -13.72" homo_lumo_gap_ev="7.487 / 8.317" multiplicity=4 total_charge=+1
O 0.133 4.359 0.097
C 0.137 3.670 -0.828
V 0.088 -0.734 -2.216
C 0.134 -2.571 -1.369
O 0.110 -3.300 -0.425
C 0.115 -1.333 -4.089
O 0.129 -1.468 -5.230
C 1.739 0.206 -1.644
O 2.822 0.306 -1.239
C -1.578 0.190 -1.720
O -2.707 0.335 -1.520
H 0.259 0.982 -2.633
C 0.348 -1.377 2.406
S -0.706 -0.244 1.457
C -0.695 1.180 2.589
O 0.226 0.225 0.344
H -0.115 -1.527 3.369
H 1.329 -0.934 2.476
H 0.362 -2.290 1.825
H 0.317 1.562 2.668
H -1.356 1.917 2.143
H -1.088 0.846 3.543

---

14.
15
Properties=species:S:1:pos:R:3 method="wB97M-V/def2-TZVPD" lumo_ha=0.038 smiles="C#CCC=C=CC" e_above_lowest_ev=3.652 e_homo_ev=-9.42 homo_lumo_gap_ev=10.465 total_charge=0
C 3.072 0.983 -0.537
C 1.955 1.396 -0.353
C 0.577 1.832 -0.094
C -0.065 0.939 0.950
C -0.984 0.062 0.648
C -1.813 -0.876 0.275
C -1.317 -2.216 -0.213
H 4.061 0.613 -0.698
H -0.003 1.782 -1.021
H 0.578 2.878 0.234
H 0.335 0.990 1.961
H -2.887 -0.706 0.328
H -0.338 -2.107 -0.689
H -2.007 -2.655 -0.939
H -1.208 -2.922 0.618

---

15.
15
Properties=species:S:1:pos:R:3 method="wB97M-V/def2-TZVPD" lumo_ha=0.021 e_above_lowest_ev=6.391 e_homo_ev=-10.22 homo_lumo_gap_ev=10.784 total_charge=0
C -1.015 -0.711 -1.069
C -0.183 0.018 -0.001
C -0.989 0.258 1.287
C 1.092 -0.700 0.278
C 2.281 -0.895 0.341
C 0.450 1.284 -0.530
C 0.708 2.443 -1.006
H -0.453 -0.794 -2.003
H -1.943 -0.167 -1.272
H -1.272 -1.718 -0.722
H -1.245 -0.700 1.752
H -0.409 0.851 1.997
H -1.918 0.795 1.066
H 3.330 -1.076 0.399
H 1.592 1.084 -0.466

---

16.
15
Properties=species:S:1:pos:R:3 method="wB97M-V/def2-TZVPD" lumo_ha="-0.004 / 0.001" e_above_lowest_ev=7.316 e_homo_ev="-6.61 / -6.93" homo_lumo_gap_ev="6.492 / 6.949" total_charge=0
C -1.551 -1.531 0.456
C -0.519 -0.515 0.146
C 0.048 1.507 -1.119
C 1.207 0.629 -0.944
C 0.640 1.534 0.286
C 0.060 0.458 1.045
C 0.706 -0.712 -0.450
H -1.169 -2.315 1.120
H -2.409 -1.040 0.921
H -1.886 -1.983 -0.482
H 0.248 2.406 -1.711
H 2.124 0.649 -1.551
H 1.133 2.375 0.774
H 0.185 0.226 2.108
H 1.185 -1.689 -0.598

---

17.
15
Properties=species:S:1:pos:R:3 method="wB97M-V/def2-TZVPD" lumo_ha=0.030 smiles="C=C1C=CCC=C1" e_above_lowest_ev=2.227 e_homo_ev=-7.96 homo_lumo_gap_ev=8.771 total_charge=0
C 2.440 -0.114 -0.187
C 1.064 -0.157 -0.057
C 0.435 0.889 0.765
C -0.864 0.995 1.026
C -1.765 0.097 0.193
C -1.186 -0.689 -0.883
C 0.173 -0.881 -0.958
H 2.955 -0.881 -0.835
H 2.946 0.569 0.519
H 1.223 1.583 1.182
H -1.410 1.570 1.743
H -2.148 -0.761 0.887
H -2.598 0.778 -0.157
H -1.822 -1.346 -1.523
H 0.555 -1.650 -1.715

---

18.
131
Properties=species:S:1:pos:R:3 method="wB97M-V/def2-TZVPD" lumo_ha=0.049 e_homo_ev=-2.94 homo_lumo_gap_ev=4.280 total_charge=-1
C -2.444 -1.334 -4.256
C -2.235 -1.965 -2.845
C -1.627 -0.845 -1.983
C -1.385 -1.228 -0.526
O -2.027 -0.417 0.438
C -1.670 0.967 0.253
C -0.532 1.393 1.209
C 0.303 2.425 0.525
N 1.352 2.959 1.028
P -3.104 1.895 0.653
O -2.411 3.412 0.845
Br -4.293 2.081 -1.330
H -2.062 -0.318 -4.221
H -3.499 -1.259 -4.489
H -1.886 -1.845 -5.026
H -3.213 -2.159 -2.414
H -1.606 -2.843 -2.870
H -2.277 0.007 -2.107
H -0.667 -0.604 -2.425
H -0.311 -1.144 -0.360
H -1.632 -2.280 -0.379
H 0.083 0.528 1.426
H -0.976 1.833 2.109
H 0.004 2.716 -0.475
H 1.678 3.612 0.321
H -2.459 3.591 1.793
O 1.921 0.874 3.214
H 1.561 1.420 2.492
H 1.410 1.151 3.985
O -0.831 -4.174 -4.692
H -1.593 -4.736 -4.522
H -0.284 -4.694 -5.290
O 1.813 -1.705 0.592
H 1.436 -2.594 0.628
H 1.943 -1.465 1.515
O -0.109 1.577 -3.387
H -0.758 2.049 -2.849
H 0.193 2.217 -4.035
O 3.314 -0.288 -1.505
H 2.790 -1.093 -1.423
H 3.289 0.083 -0.618
O 0.894 -2.051 3.596
H 1.534 -1.349 3.428
H 0.041 -1.601 3.544
O 1.703 -4.147 -1.195
H 2.181 -3.742 -1.928
H 2.100 -5.024 -1.111
O 2.985 3.755 -1.277
H 3.756 4.282 -1.505
H 3.163 2.883 -1.650
O 1.995 -6.151 1.386
H 1.450 -5.499 0.934
H 2.066 -5.802 2.282
O 0.202 -0.663 6.275
H -0.591 -1.215 6.292
H 0.894 -1.263 5.967
O -2.145 -2.665 6.236
H -1.980 -3.177 7.039
H -3.037 -2.918 5.985
O 1.881 2.702 -5.092
H 2.356 2.877 -5.912
H 2.138 1.807 -4.834
O 4.832 0.652 2.401
H 4.000 1.141 2.443
H 5.415 1.213 1.881
O -0.917 4.832 2.708
H -0.372 4.165 2.264
H -0.295 5.541 2.913
O -0.832 -4.951 3.773
H -0.195 -4.245 3.610
H -1.685 -4.510 3.716
O 4.199 -3.629 0.012
H 3.421 -3.061 0.111
H 4.798 -3.101 -0.531
O -3.230 -4.652 7.993
H -3.053 -5.155 8.794
H -4.123 -4.909 7.743
O -1.409 2.375 -6.261
H -0.525 2.719 -6.093
H -1.268 1.604 -6.818
O 6.114 -1.663 1.290
H 5.610 -2.482 1.385
H 6.070 -1.270 2.168
O 1.019 5.461 -5.401
H 1.473 5.641 -6.230
H 1.312 4.577 -5.149
O -2.522 0.011 8.226
H -1.692 0.461 8.426
H -2.275 -0.666 7.587
O 3.778 -6.005 -1.696
H 4.535 -6.409 -2.129
H 4.162 -5.277 -1.174
O -5.148 2.543 -4.432
H -5.418 1.873 -3.794
H -4.275 2.252 -4.721
O -5.590 1.967 -7.506
H -6.113 2.617 -7.996
H -5.296 2.450 -6.723
O -1.336 5.895 -7.750
H -1.760 5.071 -7.484
H -1.128 6.327 -6.915
O 2.034 5.940 4.036
H 1.831 6.382 4.866
H 2.296 5.052 4.302
O 2.803 -4.753 4.375
H 2.325 -4.588 5.194
H 3.225 -5.607 4.512
O -0.347 -0.061 10.148
H -0.699 -0.955 10.205
H -0.523 0.322 11.013
O 3.661 -2.678 -2.783
H 3.747 -1.812 -3.196
H 3.315 -3.244 -3.481
O -7.416 4.085 -8.187
H -7.817 4.537 -8.935
H -7.792 4.510 -7.410
O -0.371 6.164 0.461
H -1.082 5.523 0.600
H 0.207 5.736 -0.179
O 2.737 -0.197 7.575
H 3.275 0.256 6.919
H 1.851 -0.229 7.184
O -0.284 4.001 5.803
H -0.706 4.433 5.048
H -0.614 4.480 6.569
O -3.303 -2.702 -7.019
H -4.126 -2.204 -6.996
H -2.738 -2.194 -7.608
O 1.424 -2.644 -3.932
H 1.540 -3.019 -3.071
H 0.480 -2.776 -4.108

---

19.
25
Properties=species:S:1:pos:R:3 method="wB97M-V/def2-TZVPD" lumo_ha="-0.564 / -0.564" e_above_lowest_ev=0.000 s_squared=0.751 e_homo_ev="-21.50 / -21.50" homo_lumo_gap_ev="6.154 / 6.160" multiplicity=2 total_charge=+4
Ce 0.463 -0.202 -6.266
Al 0.254 -0.037 -1.443
Cl -0.785 1.615 -5.051
Cl 1.400 -0.569 -3.291
C -0.702 -1.454 -0.191
C -0.134 0.778 -8.447
C 0.465 -1.677 -8.472
O -1.216 -2.101 0.624
O -0.380 0.850 -9.573
O 0.271 -1.877 -9.590
S -0.087 1.451 0.283
C -0.057 0.791 1.957
N -1.166 0.802 2.718
C -1.270 0.235 4.082
C 0.101 0.016 4.706
C 1.300 -0.240 3.802
N 1.073 0.242 2.422
H -1.904 1.406 2.385
H -1.913 -0.636 4.104
H -1.761 0.969 4.722
H 0.089 -0.682 5.552
H 0.358 0.962 5.182
H 1.542 -1.309 3.772
H 2.194 0.270 4.210
H 1.869 0.395 1.803

---

20.
29
Properties=species:S:1:pos:R:3 method="wB97M-V/def2-TZVPD" lumo_ha=-0.193 e_above_lowest_ev=1.690 e_homo_ev=-14.15 homo_lumo_gap_ev=8.907 total_charge=+1
Ta -0.529 1.111 1.879
O 2.448 2.426 0.703
As 1.163 2.002 -0.386
O 1.289 2.895 -1.710
O -0.232 2.489 0.700
C 1.351 0.069 -0.722
C 1.560 -0.110 -2.076
C 1.743 -1.395 -2.593
C 1.722 -2.500 -1.774
C 1.506 -2.351 -0.407
C 1.301 -1.088 0.115
S 1.024 -1.019 1.845
O 1.754 -1.979 2.566
O 1.345 0.471 2.100
O -0.471 -0.944 2.161
H 2.823 3.256 0.379
H 1.588 0.760 -2.720
H 1.907 -1.514 -3.656
H 1.878 -3.488 -2.185
H 1.508 -3.211 0.251
Cl -0.569 2.112 3.877
C -3.970 -0.348 0.060
S -2.683 0.827 0.241
O -2.508 1.062 1.790
O -2.961 2.009 -0.483
O -1.354 0.173 -0.023
H -4.788 0.151 -0.452
H -4.270 -0.690 1.048
H -3.576 -1.175 -0.527